Entry 1:
The following is a quantum chemistry calculation of the molecule C12H17N2P in a non-equilibrium geometry, from OMol25.

The geometry in ORCA input format:
```
! wB97M-V def2-TZVPD RIJCOSX def2/J DEFGRID3
* xyz 0 1
C -0.39 -0.12 0.03
C 3.12 0.01 -0.71
C 1.32 1.52 0.04
C 1.78 2.78 0.14
C 0.87 3.79 0.31
C -0.53 3.56 0.31
C -0.96 2.32 0.34
C -1.31 -2.26 -0.03
C -2.57 -0.63 -1.24
C -2.60 -0.59 1.23
C 2.97 -2.66 -0.24
C -1.71 -0.84 -0.02
N 2.09 0.52 -0.30
N -0.15 1.19 0.12
P 4.23 -1.28 0.13
H 2.80 3.07 0.06
H 1.31 4.80 0.54
H -1.08 4.41 0.63
H -1.99 2.06 0.25
H -1.05 -2.58 -0.99
H -0.46 -2.48 0.62
H -2.10 -2.90 0.52
H -2.87 0.38 -1.27
H -2.12 -1.02 -2.11
H -3.45 -1.24 -1.23
H -1.91 -0.77 2.12
H -3.10 0.48 1.26
H -3.38 -1.34 1.38
H 2.57 -2.81 0.78
H 3.46 -3.39 -0.71
H 2.09 -2.47 -0.92
H 5.10 -1.51 -1.04
*
```

The calculation puts the LUMO energy (spin up / spin down) at -0.32 / -0.32 eV. For the energy above the lowest of the compared OMol25 structures with the same formula, charge and spin, the calculation gives 6.4740 eV. As for the HOMO energy (spin up / spin down): -6.55 / -6.53 eV. The orbital gap (spin up / spin down) comes out at 6.2 / 6.2 eV.



Entry 2:
The following is a quantum chemistry calculation of a cluster of 7 separate species, C27H63F6N3O12P in total in a non-equilibrium geometry, from OMol25.

The geometry in ORCA input format:
```
! wB97M-V def2-TZVPD RIJCOSX def2/J DEFGRID3
* xyz -1 1
P -1.65 -0.43 -0.43
F -1.76 -0.06 1.16
F -2.70 -1.67 -0.26
F -2.80 0.75 -0.77
F -1.35 -0.65 -1.99
F -0.51 0.70 -0.43
F -0.43 -1.37 0.06
C 1.85 -3.79 -0.99
O 0.83 -4.85 -0.93
C -0.55 -4.50 -0.97
C -1.33 -4.80 0.38
O -1.13 -6.11 0.85
C 0.11 -6.41 1.52
C 0.97 -7.42 0.72
O 2.14 -7.76 1.47
C 3.21 -6.94 1.02
H 2.49 -4.06 -0.15
H 1.36 -2.85 -0.74
H 2.31 -3.57 -1.96
H -0.96 -4.77 -1.94
H -0.54 -3.41 -1.02
H -2.38 -4.71 0.09
H -1.00 -4.06 1.11
H -0.07 -7.01 2.41
H 0.80 -5.58 1.68
H 1.16 -7.21 -0.34
H 0.46 -8.38 0.60
H 3.47 -7.20 0.00
H 4.15 -6.90 1.58
H 2.94 -5.91 0.82
C -1.89 1.81 -6.93
O -0.56 1.43 -6.92
C -0.17 0.27 -6.17
C 0.11 0.39 -4.64
O 1.32 1.01 -4.26
C 1.61 0.85 -2.89
C 2.65 1.98 -2.60
O 3.98 1.80 -3.07
C 4.13 1.97 -4.56
H -2.39 1.09 -7.59
H -1.98 2.82 -7.32
H -2.33 1.55 -5.97
H 0.82 0.04 -6.58
H -0.79 -0.56 -6.51
H -0.04 -0.62 -4.26
H -0.63 1.00 -4.12
H 2.09 -0.11 -2.72
H 0.68 0.91 -2.33
H 2.76 1.88 -1.52
H 2.23 2.98 -2.73
H 5.16 1.74 -4.83
H 4.03 3.04 -4.72
H 3.56 1.23 -5.12
C 8.27 3.60 3.27
O 6.80 3.67 3.15
C 6.37 2.37 2.54
C 4.80 2.43 2.50
O 4.13 1.30 1.91
C 2.80 1.49 1.41
C 1.77 0.62 2.11
O 1.43 0.85 3.51
C 1.41 2.17 4.04
H 8.49 2.77 3.94
H 8.75 4.51 3.64
H 8.62 3.41 2.25
H 6.51 1.53 3.21
H 6.80 2.30 1.54
H 4.64 3.20 1.74
H 4.43 2.89 3.43
H 2.93 1.13 0.39
H 2.57 2.56 1.41
H 1.94 -0.45 2.02
H 0.87 0.60 1.50
H 0.92 2.00 5.00
H 0.90 2.91 3.42
H 2.35 2.61 4.35
C -2.22 3.81 0.43
O -3.22 4.28 0.98
N -1.54 4.47 -0.50
C -0.35 4.00 -0.99
C -1.83 5.81 -0.99
H -1.80 2.83 0.71
H 0.07 3.15 -0.45
H 0.49 4.70 -1.09
H -0.49 3.51 -1.94
H -1.81 5.73 -2.08
H -2.86 6.08 -0.79
H -1.03 6.50 -0.73
C -5.95 -0.97 0.70
O -6.43 -1.19 1.87
N -6.57 -0.15 -0.12
C -6.35 -0.10 -1.58
C -7.73 0.65 0.40
H -5.03 -1.35 0.22
H -5.57 -0.72 -2.03
H -6.28 0.94 -1.92
H -7.25 -0.60 -1.95
H -7.64 1.66 0.01
H -8.68 0.16 0.15
H -7.70 0.86 1.46
C -3.59 -1.47 5.03
O -4.73 -1.68 4.77
N -2.94 -0.36 4.48
C -1.65 0.06 5.04
C -3.54 0.58 3.54
H -3.00 -2.17 5.64
H -1.23 -0.90 5.34
H -1.51 0.81 5.82
H -1.02 0.15 4.16
H -4.45 0.48 2.94
H -3.65 1.44 4.20
H -2.85 0.95 2.78
*
```

The calculation puts the LUMO energy at 2.27 eV. As for the HOMO energy: -6.16 eV. The orbital gap comes out at 8.4 eV.



Entry 3:
The following is a quantum chemistry calculation of a cluster of 2 separate species, C4H10N3O in total in a non-equilibrium geometry, from OMol25.

The geometry in ORCA input format:
```
! wB97M-V def2-TZVPD RIJCOSX def2/J DEFGRID3
* xyz 1 1
C 2.91 -0.71 -1.57
C -2.65 0.01 1.48
C 1.84 -0.22 -0.92
C -3.13 1.16 2.29
N -2.34 0.08 0.29
N -2.23 0.15 -0.89
N 3.99 -1.26 -0.95
O 0.74 0.32 -1.53
H 2.95 -0.69 -2.65
H -2.53 -0.95 1.99
H 1.74 -0.23 0.15
H -3.42 2.00 1.66
H -2.34 1.48 2.97
H -3.98 0.85 2.90
H 4.07 -1.22 0.05
H 4.78 -1.54 -1.50
H -1.31 0.36 -1.29
H 0.91 0.41 -2.48
*
```

The calculation puts the LUMO energy at -5.59 eV. For the energy above the lowest of the compared OMol25 structures with the same formula, charge and spin, the calculation gives 3.6683 eV. As for the HOMO energy: -10.26 eV. The orbital gap comes out at 4.7 eV.



Entry 4:
The following is a quantum chemistry calculation of a structure of composition C56H48FLaN2O8P2Si in a non-equilibrium geometry, from OMol25.

The geometry in ORCA input format:
```
! wB97M-V def2-TZVPD RIJCOSX def2/J DEFGRID3
* xyz -2 1
La 0.46 -0.21 0.31
C 0.56 -1.45 -3.95
Si -0.71 -1.16 -2.47
C -2.13 -0.02 -3.18
C -2.35 0.12 -4.55
C -3.44 0.77 -5.01
C -4.34 1.36 -4.14
C -4.06 1.39 -2.80
C -2.96 0.69 -2.33
P -2.49 0.89 -0.55
C -4.11 0.32 0.20
C -4.35 -1.03 0.00
C -5.50 -1.65 0.47
C -6.40 -0.90 1.21
C -6.15 0.44 1.47
C -5.00 1.06 0.97
C -2.45 2.72 -0.37
C -2.10 3.54 -1.46
C -2.03 4.95 -1.31
C -2.26 5.51 -0.04
C -2.64 4.69 0.99
C -2.77 3.32 0.83
C -1.72 -2.84 -2.55
C -2.42 -3.23 -3.73
C -2.98 -4.47 -3.86
C -2.85 -5.42 -2.83
C -2.24 -5.09 -1.67
C -1.73 -3.80 -1.50
P -1.02 -3.29 0.07
C 0.37 -4.48 0.23
C 0.23 -5.76 0.71
C 1.31 -6.66 0.71
C 2.52 -6.26 0.11
C 2.68 -4.95 -0.36
C 1.62 -4.08 -0.32
C -2.11 -3.86 1.40
C -3.46 -4.28 1.26
C -4.22 -4.55 2.39
C -3.60 -4.55 3.66
C -2.21 -4.30 3.77
C -1.50 -3.91 2.66
H 0.26 -2.05 -4.84
H 0.85 -0.50 -4.35
H 1.47 -1.83 -3.55
H -1.67 -0.42 -5.21
H -3.58 0.84 -6.08
H -5.22 1.89 -4.59
H -4.67 2.01 -2.14
H -3.63 -1.66 -0.55
H -5.65 -2.66 0.27
H -7.33 -1.34 1.47
H -6.83 1.02 2.07
H -4.87 2.14 1.24
H -1.91 3.05 -2.40
H -1.72 5.58 -2.15
H -2.23 6.59 0.11
H -2.87 5.12 1.94
H -3.03 2.73 1.68
H -2.43 -2.55 -4.58
H -3.45 -4.78 -4.80
H -3.18 -6.43 -3.00
H -2.04 -5.88 -0.93
H -0.69 -6.06 1.09
H 1.19 -7.69 1.15
H 3.41 -6.88 0.20
H 3.61 -4.58 -0.78
H 1.80 -3.07 -0.64
H -3.88 -4.30 0.29
H -5.28 -4.78 2.27
H -4.21 -4.68 4.53
H -1.70 -4.29 4.71
H -0.45 -3.64 2.72
C 6.74 3.23 -2.24
C 5.83 3.95 -1.24
C 6.53 5.12 -0.53
C 5.52 5.89 0.28
C 4.62 5.00 1.07
C 3.90 5.51 2.12
C 2.96 4.68 2.79
F 2.12 5.22 3.73
C 2.81 3.35 2.49
C 3.63 2.84 1.47
C 3.28 1.45 1.03
O 2.27 0.92 1.55
C 4.05 0.89 -0.02
C 5.02 1.74 -0.54
N 5.30 3.03 -0.23
C 4.54 3.62 0.80
C 3.87 -0.51 -0.57
O 4.91 -1.09 -0.89
O 2.66 -0.89 -0.75
H 7.21 4.00 -2.87
H 6.19 2.63 -2.91
H 7.49 2.60 -1.82
H 4.94 4.37 -1.77
H 6.96 5.75 -1.34
H 7.36 4.72 0.11
H 4.87 6.57 -0.30
H 6.11 6.50 1.01
H 3.82 6.55 2.34
H 2.05 2.70 2.91
H 5.62 1.33 -1.33
C -0.15 1.99 4.38
O 0.01 1.20 3.17
C -1.18 0.60 2.64
O -2.23 0.76 3.26
H -0.93 1.61 5.03
H -0.38 3.05 4.11
H 0.76 1.87 4.94
O 2.42 3.67 -1.91
C 1.68 2.78 -1.53
N 1.04 1.85 -1.12
C 2.81 -1.25 3.51
C 1.69 -2.20 3.08
O 1.39 -3.16 3.77
O 1.10 -1.90 1.96
H 3.39 -1.62 4.38
H 2.36 -0.26 3.72
H 3.49 -1.07 2.70
*
```

The calculation puts the LUMO energy at 3.71 eV. For the energy above the lowest of the compared OMol25 structures with the same formula, charge and spin, the calculation gives 0.2347 eV. As for the HOMO energy: -1.82 eV. The orbital gap comes out at 5.5 eV.



Entry 5:
The following is a quantum chemistry calculation of a structure of composition H23O11 in a non-equilibrium geometry, from OMol25.

The geometry in ORCA input format:
```
! wB97M-V def2-TZVPD RIJCOSX def2/J DEFGRID3
* xyz 2 2
O -0.11 1.70 -3.85
H 0.01 2.66 -4.15
H -1.02 1.60 -4.28
O -2.47 -1.44 3.46
H -2.78 -0.51 3.72
H -0.57 1.57 -1.97
O -2.92 -0.40 -2.59
H -1.55 -2.57 -0.31
H 3.77 -2.96 1.54
O 2.56 0.44 -2.37
H 2.78 1.17 -2.91
H 0.17 -3.34 3.62
O 1.39 1.60 3.28
H 2.25 1.96 3.07
H 3.10 0.12 -1.66
O -1.00 0.64 0.87
H -0.45 -0.09 0.52
H -3.12 -0.58 -3.55
O -0.46 3.54 -2.31
H -3.73 0.00 -2.29
O 1.10 -3.04 3.86
H 1.08 -2.05 3.92
H -3.05 -1.78 2.74
O -0.57 0.79 -1.30
H 0.06 3.52 -1.43
H -1.21 1.03 -0.26
O -1.19 -1.95 0.26
H -1.06 0.29 -1.88
H -0.78 -2.51 0.94
O 3.79 -2.19 0.93
H 4.32 -2.56 0.23
H -0.26 1.21 1.22
H 0.81 2.21 3.71
H 0.28 4.17 -2.47
*
```

Its expectation value of S² is 0.76. The calculation puts the LUMO energy (spin up / spin down) at -6.02 / -14.07 eV. For the energy above the lowest of the compared OMol25 structures with the same formula, charge and spin, the calculation gives 2.7430 eV. As for the HOMO energy (spin up / spin down): -16.40 / -16.40 eV. The orbital gap (spin up / spin down) comes out at 10.4 / 2.3 eV.



Entry 6:
The following is a quantum chemistry calculation of a structure of composition C4HNiO2 in a non-equilibrium geometry, from OMol25.

The geometry in ORCA input format:
```
! wB97M-V def2-TZVPD RIJCOSX def2/J DEFGRID3
* xyz 1 3
O -0.81 1.40 0.15
C 3.00 0.06 0.87
C 1.89 0.24 0.29
C 0.66 0.42 -0.26
C -0.52 -0.15 0.03
O -1.22 -1.08 -0.41
Ni -1.96 -2.57 0.07
H -1.04 1.68 -0.74
*
```

Its expectation value of S² is 2.02. The calculation puts the LUMO energy (spin up / spin down) at -5.72 / -7.26 eV. As for the HOMO energy (spin up / spin down): -14.20 / -14.73 eV. The orbital gap (spin up / spin down) comes out at 8.5 / 7.5 eV.



Entry 7:
The following is a quantum chemistry calculation of a cluster of 2 separate species, C14H16 in total in a non-equilibrium geometry, from OMol25.

The geometry in ORCA input format:
```
! wB97M-V def2-TZVPD RIJCOSX def2/J DEFGRID3
* xyz -1 2
C 2.99 1.52 2.28
C -0.67 1.08 1.40
C 0.60 0.87 2.03
C -0.82 1.92 0.32
C 1.72 1.60 1.49
C 0.29 2.63 -0.15
C 1.57 2.40 0.41
H -1.46 0.54 1.90
H 0.61 0.35 2.98
H -1.81 2.13 -0.08
H 0.21 3.21 -1.08
H 2.80 1.61 3.35
H 3.80 2.14 1.89
H 2.46 2.84 -0.04
H 3.44 0.51 2.12
C 0.28 -0.80 -2.78
C -1.08 -2.02 0.53
C -2.35 -2.48 0.21
C -0.26 -1.40 -0.41
C -0.59 -1.48 -1.75
C -2.71 -2.44 -1.14
C -1.83 -2.00 -2.12
H -0.72 -2.22 1.54
H -3.05 -2.80 0.97
H 0.57 -0.78 -0.11
H -3.67 -2.77 -1.51
H 1.31 -1.17 -2.67
H 0.37 0.28 -2.62
H -1.96 -2.24 -3.17
H -0.05 -1.02 -3.79
*
```

Its expectation value of S² is 0.76. The calculation puts the LUMO energy (spin up / spin down) at 3.52 / 3.49 eV. For the energy above the lowest of the compared OMol25 structures with the same formula, charge and spin, the calculation gives 0.4231 eV. As for the HOMO energy (spin up / spin down): 0.72 / -3.53 eV. The orbital gap (spin up / spin down) comes out at 2.8 / 7.0 eV.